(1)
ORCA calculation (ωB97M-V/def2-TZVPD) on C3H16CrN2O6 as an isolated structure.

Positions of all 28 atoms, in Å:
Cr: -0.409263 0.769894 -0.076985
C: 2.319667 1.536128 1.191323
O: 1.230739 1.993661 0.504016
H: 3.024864 2.342491 1.437345
H: 2.183288 0.936279 2.118534
H: 2.885630 0.802468 0.568642
C: -3.281918 -0.601641 -1.361316
O: -2.071717 -0.192262 -0.798670
H: -4.126652 -0.104989 -0.870007
H: -3.240541 -0.331331 -2.429578
H: -3.372165 -1.696386 -1.336369
C: 1.356029 -2.018302 0.432533
O: 0.598006 -1.069413 0.521142
N: 2.723518 -1.929143 0.483107
N: 0.953156 -3.298673 0.117236
H: 3.330156 -2.481178 -0.094738
H: 3.024314 -0.970646 0.609270
H: 1.395801 -4.137917 0.440658
H: -0.037565 -3.355916 -0.063373
O: 0.161568 1.047305 -2.101849
H: 0.796264 1.491285 -2.670976
H: -0.448133 0.578980 -2.686567
O: -1.032674 0.722710 2.029160
H: -1.749984 0.195728 2.395281
H: -0.449721 0.928787 2.767211
O: -1.605503 2.741295 -0.279243
H: -1.628824 3.616776 -0.676295
H: -2.528341 2.484019 -0.169501

Forces on atoms 1 to 6 (eV/Å):
0.356 0.747 0.258
0.432 -0.604 -0.659
-1.383 -0.825 0.061
0.024 0.016 0.068
-0.550 0.326 0.165
0.362 0.293 -0.059

HOMO (spin up / spin down) ... -6.376 / -7.388 eV
E_tot ... -1729.3303 a.u.
⟨S²⟩ ... 6.01
E_LUMO (spin up / spin down) ... 0.47 / 0.45 eV
Gap between HOMO and LUMO (spin up / spin down) ... 6.8416 / 7.8415 eV
ΔE to the lowest compared entry with this formula, charge and spin ... 0.0 kcal/mol
Multiplicity ... 5

Listed below, in e, are the Löwdin charges computed for each atom: 0.77, -0.35, -0.39, 0.06, 0.06, 0.04, -0.29, -0.45, 0.06, 0.06, 0.06, -0.60, 0.00, 0.16, 0.16, 0.10, 0.07, 0.10, 0.11, -0.06, 0.08, 0.07, -0.05, 0.08, 0.08, -0.05, 0.07, 0.06

***

(2)
ORCA calculation (ωB97M-V/def2-TZVPD) on a 4-piece molecular cluster, C3H16N2O3 overall.

Positions of all 24 atoms, in Å:
N: 2.892571 -2.235395 2.288147
C: 1.692283 -1.947925 1.430608
C: 1.292815 -0.470717 1.450363
N: 0.198433 -0.295360 0.465153
C: -0.391078 1.025426 0.616248
H: 3.572053 -1.481180 2.198873
H: 2.582174 -1.928801 3.234891
H: 1.951810 -2.200754 0.390925
H: 0.801870 -2.538629 1.668233
H: 0.895387 -0.012067 2.367503
H: 2.233445 0.006366 1.159283
H: -0.547449 -0.946291 0.757555
H: 0.326896 1.796376 0.296621
H: -1.175805 1.096854 -0.157266
H: -0.969658 1.288679 1.538013
H: -3.538141 2.897650 -5.893356
H: -4.604462 3.394086 -4.809345
O: -3.740228 3.531203 -5.205657
H: 2.831886 -4.366656 2.122314
H: 3.747677 -5.299045 1.428385
O: 2.856275 -5.282386 1.797157
H: -3.975124 4.701305 -3.717737
H: -4.201425 4.738206 -2.321375
O: -4.732206 4.529055 -3.105538

Forces on atoms 1 to 6 (eV/Å):
-1.547 0.772 1.460
0.510 0.534 0.012
-0.491 -0.516 -0.908
-0.021 0.042 1.041
-1.233 0.712 -1.615
0.216 -0.202 -0.999

HOMO ... -9.409 eV
SMILES ... CNCCN.O.O.O
E_tot ... -459.0780 a.u.
E_LUMO ... 0.70 eV
Gap between HOMO and LUMO ... 10.1056 eV
ΔE to the lowest compared entry with this formula, charge and spin ... 36.4 kcal/mol
Multiplicity ... 1

Listed below, in e, are the Löwdin charges computed for each atom: -0.02, -0.26, -0.26, -0.14, -0.18, 0.06, 0.08, 0.12, 0.11, 0.11, 0.11, 0.11, 0.08, 0.07, 0.08, 0.05, 0.03, -0.07, -0.02, 0.03, -0.09, 0.03, 0.05, -0.09

***

(3)
ORCA calculation (ωB97M-V/def2-TZVPD) on a 4-piece molecular cluster, C3H16N2O3 overall.

Positions of all 24 atoms, in Å:
C: -1.452603 -0.420743 -0.501210
C: -1.204516 0.225890 0.835476
C: -0.267952 1.438419 0.628980
N: -0.113442 1.997515 2.010529
N: -2.119331 -1.726181 -0.484625
H: -2.026764 0.294163 -1.146719
H: -0.544185 -0.526567 -1.117971
H: -2.108030 0.353241 1.390402
H: -0.563625 -0.452920 1.444600
H: -0.742432 2.202749 0.025854
H: 0.646219 1.101359 0.162750
H: 0.269825 1.270744 2.613188
H: 0.581193 2.739313 2.029515
H: -2.056126 -2.145817 -1.408393
H: -3.108458 -1.627209 -0.281844
H: 0.963945 -2.070959 1.290632
H: 0.411620 -2.479301 -0.068019
O: 1.187660 -2.560360 0.495043
H: 1.653233 0.724768 -2.259196
H: 1.840153 1.984342 -1.398050
O: 1.293503 1.612148 -2.088173
H: 2.299111 -1.410273 -0.562796
H: 2.534162 0.129461 -0.528652
O: 2.626843 -0.653791 -1.081317

Forces on atoms 1 to 6 (eV/Å):
-0.759 0.445 -1.932
2.384 -1.024 -0.831
-1.644 0.143 2.305
0.654 -0.030 -0.587
0.238 -0.185 0.166
0.162 -0.182 0.578

HOMO ... -9.647 eV
SMILES ... NCCCN.O.O.O
E_tot ... -459.1073 a.u.
E_LUMO ... 0.47 eV
Gap between HOMO and LUMO ... 10.1175 eV
ΔE to the lowest compared entry with this formula, charge and spin ... 18.0 kcal/mol
Multiplicity ... 1

Listed below, in e, are the Löwdin charges computed for each atom: -0.32, -0.20, -0.27, -0.02, -0.01, 0.12, 0.10, 0.11, 0.10, 0.11, 0.06, 0.05, 0.06, 0.07, 0.07, 0.04, 0.03, -0.04, 0.02, 0.02, -0.07, 0.01, 0.02, -0.07

***

(4)
ORCA calculation (ωB97M-V/def2-TZVPD) on a 5-piece molecular cluster, C3H16N6O5 overall.

Positions of all 30 atoms, in Å:
C: 3.756662 -1.636947 3.036147
O: 2.613996 -1.409448 2.857830
N: 4.712583 -0.762216 3.172081
N: 4.261222 -2.854303 3.235417
H: 5.689472 -1.011998 3.230319
H: 4.468001 0.216418 3.222756
H: 5.262415 -2.983618 3.203916
H: 3.566422 -3.550008 3.004450
C: -1.699163 -1.884243 -4.619816
O: -1.749909 -2.159620 -5.820289
N: -1.368579 -0.720372 -4.141285
N: -1.849249 -2.718613 -3.633252
H: -1.302463 -0.614716 -3.139000
H: -1.165455 0.038581 -4.775949
H: -1.918077 -3.702073 -3.852702
H: -1.384177 -2.330131 -2.825229
C: -3.823236 2.737927 1.306124
O: -4.968744 3.117060 1.531552
N: -3.234657 1.676230 1.763754
N: -3.024707 3.302330 0.425781
H: -2.563095 1.225873 1.158544
H: -3.567895 1.229066 2.605832
H: -3.479405 4.050984 -0.077077
H: -2.020424 3.211265 0.482582
O: -0.632340 -0.423258 -0.068938
H: -0.204457 -0.853136 0.671578
H: -0.143662 0.391029 -0.188811
O: 1.533496 2.779263 -0.601079
H: 2.096083 2.786403 0.173307
H: 2.139342 2.852270 -1.338544

Forces on atoms 1 to 6 (eV/Å):
1.572 -1.301 0.756
-3.716 0.899 -0.735
2.514 4.162 0.092
-0.404 -2.520 -0.091
-0.427 0.205 0.091
0.182 -0.242 -0.135

HOMO ... -9.483 eV
SMILES ... NC(N)=O.NC(N)=O.NC(N)=O.O.O
E_tot ... -828.7008 a.u.
E_LUMO ... -0.07 eV
Gap between HOMO and LUMO ... 9.4171 eV
ΔE to the lowest compared entry with this formula, charge and spin ... 47.9 kcal/mol
Multiplicity ... 1

Listed below, in e, are the Löwdin charges computed for each atom: -0.81, 0.07, 0.15, 0.15, 0.11, 0.12, 0.10, 0.12, -0.78, 0.01, 0.15, 0.16, 0.10, 0.12, 0.12, 0.10, -0.78, 0.03, 0.16, 0.15, 0.09, 0.12, 0.12, 0.11, -0.05, 0.04, 0.02, -0.05, 0.03, 0.03

***

(5)
ORCA calculation (ωB97M-V/def2-TZVPD) on a 4-piece molecular cluster, C3H16NO3 overall.

Positions of all 23 atoms, in Å:
C: -0.929049 -0.006386 0.038100
C: 0.131206 0.602289 -0.844537
C: -0.305785 1.782704 -1.554846
N: 1.385425 0.985260 -0.010110
H: -0.487440 -0.501838 0.938870
H: -1.485054 0.712257 0.425073
H: -1.503985 -0.672831 -0.431936
H: 0.663943 -0.161168 -1.403478
H: 0.414894 2.695002 -1.654126
H: -1.267540 2.275850 -1.218497
H: -0.578586 1.756254 -2.596565
H: 2.040337 1.493608 -0.560932
H: 1.186530 1.443542 0.909567
H: 1.787888 0.056672 0.288735
H: 1.115714 -1.145317 2.531777
H: 1.127635 0.331136 3.180678
O: 1.052203 -0.237453 2.356623
H: 2.427103 -3.833775 -0.303684
H: 2.852387 -3.877268 1.193494
O: 2.782751 -3.221627 0.467912
H: -4.391060 -0.655442 -0.025228
H: -4.282333 0.402315 -1.083310
O: -3.737192 -0.223783 -0.643570

Forces on atoms 1 to 6 (eV/Å):
5.102 -1.141 1.711
1.597 -1.215 1.141
-1.178 5.130 -1.847
-0.808 -1.761 2.209
-0.221 0.162 -1.050
-2.792 3.308 1.538

HOMO ... -14.441 eV
Net charge ... +1
E_tot ... -404.0878 a.u.
E_LUMO ... -2.92 eV
Gap between HOMO and LUMO ... 11.5209 eV
ΔE to the lowest compared entry with this formula, charge and spin ... 47.9 kcal/mol
Multiplicity ... 1

Listed below, in e, are the Löwdin charges computed for each atom: -0.03, -0.35, -0.07, 0.18, 0.09, 0.04, 0.04, 0.15, 0.12, 0.11, 0.08, 0.14, 0.17, 0.16, 0.03, 0.12, -0.05, 0.10, 0.04, -0.13, 0.09, 0.02, -0.05

***

(6)
ORCA calculation (ωB97M-V/def2-TZVPD) on a 5-piece molecular cluster, C3H16NO3S overall.

Positions of all 24 atoms, in Å:
C: 1.682153 -1.440800 -0.169330
C: 1.571962 0.086660 -0.397230
C: 2.126996 0.939750 0.739313
S: -2.102995 -0.692177 -0.137441
N: 0.923028 -1.773810 1.062310
H: 2.745116 -1.786684 0.007427
H: 1.347030 -2.023920 -1.068543
H: 2.070701 0.290030 -1.338485
H: 0.544621 0.359436 -0.541747
H: 3.186743 0.780484 0.841465
H: 1.953073 2.038042 0.494978
H: -3.197484 -1.450038 -0.074024
H: -0.097318 -1.707228 0.893728
H: 1.161561 -2.775316 1.384672
H: 1.575769 0.712962 1.713095
H: -0.600270 -1.338927 -3.505400
H: -1.005790 -1.112774 -1.962188
O: -0.254816 -1.135905 -2.604809
H: -3.323888 1.440835 0.031793
H: -4.049341 2.760291 0.112466
O: -3.245325 2.356804 0.349013
H: -1.109747 1.105657 1.172543
H: -1.292127 2.538831 1.526582
O: -0.609642 1.827790 1.469804

Forces on atoms 1 to 6 (eV/Å):
0.694 0.899 2.638
0.358 -0.795 -0.398
-1.012 0.893 0.861
0.775 -0.170 0.087
0.972 -2.986 -2.462
-0.954 0.281 -0.230

HOMO ... -14.497 eV
Net charge ... +1
E_tot ... -802.0758 a.u.
E_LUMO ... -10.18 eV
Gap between HOMO and LUMO ... 4.3144 eV
ΔE to the lowest compared entry with this formula, charge and spin ... 172.6 kcal/mol
Multiplicity ... 1

Listed below, in e, are the Löwdin charges computed for each atom: -0.19, -0.25, -0.10, 0.81, 0.18, 0.16, 0.15, 0.12, 0.05, 0.07, 0.11, -0.17, 0.02, 0.16, 0.09, 0.08, -0.10, -0.07, -0.03, 0.03, -0.04, -0.11, 0.07, -0.04